Molecular formula: C22H27FN6O2
Method: DFT, wB97M-V/def2-TZVPD

The molar mass comes out at 426.496 g mol⁻¹. The SMILES is CC(C)CCn1nnnc1[C@@H](c1ccc(F)cc1)N1CCN(C(=O)c2ccco2)CC1. The highest occupied orbital energy comes out at -8.94 eV.

Positions of all 58 atoms, in Å:
1 C -0.045 1.778 -3.897
2 C -0.340 3.006 -3.036
3 C -1.351 2.662 -1.944
4 C 0.942 3.644 -2.479
5 C 1.749 2.779 -1.507
6 N 1.157 2.758 -0.198
7 N 0.798 3.883 0.429
8 N 0.333 3.564 1.561
9 N 0.364 2.253 1.744
10 C 0.875 1.735 0.649
11 C 1.195 0.302 0.395
12 C 2.636 0.136 0.836
13 C 3.653 -0.114 -0.073
14 C 4.964 -0.227 0.356
15 C 5.235 -0.086 1.704
16 F 6.511 -0.195 2.126
17 C 4.237 0.164 2.630
18 C 2.934 0.278 2.187
19 N 0.328 -0.580 1.156
20 C -1.085 -0.366 0.900
21 C -1.902 -1.236 1.855
22 N -1.563 -2.623 1.658
23 C -2.305 -3.614 1.110
24 O -1.848 -4.738 0.953
25 C -3.708 -3.371 0.721
26 C -4.630 -4.350 0.447
27 C -5.816 -3.690 0.063
28 C -5.534 -2.359 0.118
29 O -4.269 -2.154 0.512
30 C -0.153 -2.853 1.888
31 C 0.666 -1.977 0.941
32 H 0.696 2.008 -4.659
33 H -0.953 1.445 -4.393
34 H 0.324 0.950 -3.295
35 H -0.794 3.764 -3.685
36 H -2.311 2.412 -2.390
37 H -1.497 3.505 -1.273
38 H -1.025 1.804 -1.361
39 H 0.686 4.571 -1.964
40 H 1.594 3.894 -3.318
41 H 1.835 1.754 -1.867
42 H 2.757 3.196 -1.410
43 H 1.115 0.100 -0.695
44 H 3.429 -0.232 -1.124
45 H 5.766 -0.424 -0.337
46 H 4.488 0.270 3.674
47 H 2.129 0.479 2.876
48 H -1.325 0.680 1.089
49 H -1.352 -0.619 -0.144
50 H -2.963 -1.062 1.705
51 H -1.634 -0.962 2.882
52 H -4.459 -5.404 0.521
53 H -6.745 -4.141 -0.218
54 H -6.125 -1.489 -0.094
55 H 0.055 -3.909 1.711
56 H 0.087 -2.594 2.923
57 H 1.729 -2.121 1.143
58 H 0.462 -2.284 -0.101